Run w
Here is a 2-piece molecular cluster, H2N2O3 overall from the OMol25 dataset. Energies are from ωB97M-V/def2-TZVPD.

E_HOMO ... -0.36833 Eh
SMILES ... N#[N+][O-].OO
HOMO-LUMO gap ... 10.995 eV
LUMO energy ... 0.03573 Eh

Cartesian coordinates (Å):
H -0.432 1.207 -0.247
O 0.657 -0.374 -0.668
N -3.095 -0.756 -0.926
O 0.018 0.492 0.274
N -2.873 -0.200 0.026
H 1.023 -1.007 -0.031
O -2.498 0.253 1.030

---

Run x
Here is an isolated molecule of H2N2O3 from the OMol25 dataset. Energies are from ωB97M-V/def2-TZVPD.

E_HOMO ... -0.36899 Eh
SMILES ... O=NNOO
HOMO-LUMO gap ... 10.607 eV
LUMO energy ... 0.02082 Eh

Cartesian coordinates (Å):
N 0.858 0.509 0.494
H -0.568 -1.328 -0.903
O 2.730 1.178 -0.231
O -0.982 -0.711 -0.271
O -0.095 -0.581 0.790
H 0.633 1.387 0.977
N 1.950 0.248 -0.148

---

run w (0.0645 hartree below the next structure)